102
Properties=species:S:1:pos:R:3:forces:R:3 method="wB97M-V/def2-TZVPD" e_tot_ha=-2030.59645 multiplicity=1 total_charge=+1 lumo_energy_ev=-1.9 gap_ev=9.45 e_homo_ev=-11.35
C -3.388544 3.490649 0.699936 0.4 0.9 0.1
C -3.740374 2.016385 0.511801 -1.0 -0.1 0.0
C -2.568321 1.033922 0.515320 0.9 -0.4 0.9
C -2.519532 0.181062 -0.738917 -0.8 -0.8 -0.7
N -1.204954 -0.386903 -1.080903 -2.8 -1.9 1.6
C -0.197392 0.160478 -1.656430 2.8 1.8 -1.2
N -0.135707 1.400177 -2.119698 -0.5 -0.2 0.4
C -1.301028 2.282660 -2.042953 0.3 1.4 0.1
C 1.118853 1.890576 -2.694997 -0.1 0.0 -0.8
C 2.133403 2.446788 -1.703110 -0.1 0.2 0.6
C 3.508267 2.622136 -2.394317 0.0 0.3 -0.2
C 4.626984 1.690749 -1.902308 0.4 -0.5 -0.1
C 4.945046 1.814769 -0.402619 -0.8 0.8 0.0
C 6.096440 0.970802 0.101480 0.7 -0.2 0.4
C 5.802227 -0.542318 0.192925 -0.5 -0.2 -0.4
O 5.764900 -1.047771 1.511978 -0.2 -0.2 0.2
C 4.588191 -0.793778 2.274620 0.0 0.4 -0.3
N 0.866624 -0.707417 -1.693940 1.1 3.3 -1.7
C 0.422612 -1.731719 -1.141416 2.7 -5.0 1.0
N -0.790836 -1.712393 -0.733805 -3.4 2.5 0.5
C -1.641781 -2.681862 -0.108352 0.1 -0.7 0.4
F -2.012719 -2.166845 1.127999 0.2 -0.2 -0.4
C -2.868532 -3.096033 -0.968392 0.3 -0.2 -0.3
C -4.244469 -2.995973 -0.289653 -0.5 0.0 -0.1
H -2.505173 3.648014 1.358450 -0.8 -0.3 -0.4
H -3.142974 3.992526 -0.262395 -0.1 -0.3 0.6
H -4.225612 4.049467 1.149298 0.2 -0.3 -0.3
H -4.287831 1.890678 -0.446817 0.1 0.1 0.5
H -4.455896 1.732290 1.309895 0.4 0.0 -0.5
H -2.640732 0.354513 1.385974 0.1 0.4 -0.3
H -1.605360 1.578281 0.619257 -0.6 -0.4 0.1
H -3.158597 -0.703794 -0.680525 -0.2 0.4 0.2
H -2.857594 0.745282 -1.624964 0.1 -0.6 0.6
H -1.722227 2.336402 -1.017996 0.6 0.2 -1.1
H -2.081619 2.027367 -2.772217 0.4 0.1 0.0
H -0.920524 3.293563 -2.282899 -0.4 -0.5 0.1
H 1.548155 1.055993 -3.275707 -0.1 0.4 0.2
H 0.811754 2.670657 -3.412736 0.3 -0.4 0.2
H 1.741109 3.408773 -1.304018 0.3 -0.5 -0.2
H 2.218671 1.768093 -0.835169 -0.1 0.2 -0.4
H 3.872526 3.662584 -2.298350 -0.3 -0.4 0.0
H 3.344605 2.457975 -3.479964 0.3 0.1 0.4
H 4.399551 0.629195 -2.150808 0.0 0.5 0.1
H 5.561190 1.942810 -2.449164 -0.5 -0.2 0.1
H 5.167533 2.890019 -0.209924 -0.1 -0.6 0.0
H 4.042749 1.564561 0.195924 0.4 0.2 -0.2
H 6.355522 1.289617 1.132335 0.0 -0.1 -0.6
H 6.992359 1.142498 -0.527978 -0.4 0.0 0.3
H 4.821557 -0.744632 -0.304365 0.5 0.0 0.2
H 6.569518 -1.148915 -0.312484 -0.3 0.3 0.1
H 3.784929 -0.351605 1.652786 0.3 -0.2 0.2
H 4.204308 -1.734075 2.710693 0.3 0.3 -0.2
H 4.806109 -0.077838 3.082487 -0.1 -0.3 -0.3
H 1.000066 -2.651772 -0.994241 -0.1 0.4 -0.1
H -0.932254 -3.511455 0.088724 -0.6 0.2 -0.1
H -2.700433 -4.131841 -1.322175 0.0 0.5 0.2
H -2.863292 -2.467739 -1.876872 0.1 -0.3 0.3
H -4.675852 -3.984844 -0.053413 0.3 0.5 0.0
H -4.962342 -2.514002 -0.979863 0.3 -0.3 0.4
H -4.222739 -2.392019 0.626963 0.0 -0.2 -0.3
C 1.683676 3.828997 2.351886 0.0 0.0 0.1
C 0.522827 3.688537 1.486134 0.6 0.1 0.3
N -0.362918 3.557858 0.775647 -0.1 -0.1 -0.4
H 2.528352 4.197147 1.769942 0.0 0.0 0.0
H 1.472695 4.533445 3.155920 0.0 0.0 0.0
H 1.937116 2.855211 2.772892 0.0 0.1 0.0
C -3.919184 -7.627315 0.142678 0.0 -0.1 0.1
C -4.178947 -6.841463 -1.052270 0.1 -0.3 0.4
N -4.382429 -6.224829 -1.992962 0.0 0.4 -0.4
H -3.451666 -8.572792 -0.129378 0.0 0.0 0.0
H -3.258315 -7.083129 0.816279 0.0 0.0 0.0
H -4.857246 -7.829883 0.658787 0.0 0.0 0.0
C 3.446518 1.572612 -6.529745 0.2 0.0 -0.1
C 2.143275 2.136353 -6.215949 0.4 -0.2 -0.2
N 1.113612 2.574460 -5.981512 -0.5 0.2 0.2
H 4.176923 2.371643 -6.652505 0.0 0.0 0.0
H 3.773576 0.912873 -5.726292 0.0 0.0 0.0
H 3.389287 1.001700 -7.455809 0.0 0.0 0.0
C -8.037959 -1.602620 2.166927 -0.1 0.1 0.1
C -7.569354 -2.739334 1.390466 -0.2 0.4 0.1
N -7.229455 -3.624367 0.752193 0.3 -0.5 -0.2
H -7.419737 -0.729021 1.963408 0.0 0.0 0.0
H -9.068023 -1.373824 1.895777 0.0 0.0 0.0
H -7.994442 -1.831874 3.230981 0.0 0.0 0.0
C -5.473771 -3.350794 -3.848491 0.1 -0.1 0.0
C -6.627721 -2.468968 -3.766174 0.3 -0.3 0.0
N -7.518972 -1.761981 -3.655249 -0.4 0.4 0.0
H -4.567665 -2.743236 -3.832871 0.0 -0.1 0.0
H -5.472237 -4.035944 -3.000049 0.1 0.0 -0.1
H -5.485479 -3.935457 -4.767005 -0.1 0.0 0.0
C 5.877529 -0.149476 6.127066 0.1 -0.3 -0.2
C 5.664806 1.073639 6.868608 0.1 -0.1 0.0
N 5.491940 2.041459 7.453365 -0.1 0.4 0.2
H 6.433437 -0.864339 6.732952 0.0 0.0 0.0
H 4.915804 -0.579447 5.852412 0.0 -0.1 0.0
H 6.439373 0.069741 5.219608 0.0 -0.1 0.0
C 2.480802 2.192071 6.309674 -0.2 0.1 0.3
C 2.703229 1.487089 5.067113 0.1 -0.2 -0.5
N 2.874460 0.936192 4.071894 -0.2 0.2 0.3
H 3.050554 3.123820 6.316331 0.0 -0.2 0.1
H 1.419337 2.411632 6.423275 0.0 0.0 0.0
H 2.795879 1.548844 7.132061 0.0 0.2 0.0

***

102
Properties=species:S:1:pos:R:3:forces:R:3 method="wB97M-V/def2-TZVPD" e_tot_ha=-4046.02708 multiplicity=2 total_charge=+2 lumo_energy_ev="-5.7 / -7.4" gap_ev="7.80 / 6.08" e_homo_ev="-13.48 / -13.48"
La -0.017718 0.330665 0.110734 -0.6 0.4 0.7
N 0.690712 2.143570 2.069815 0.2 0.0 0.1
C 0.033166 2.460378 3.342403 -0.2 -0.2 0.0
C -0.887635 1.309010 3.716303 0.1 0.1 -0.2
N -1.742036 0.920685 2.584017 -0.2 -0.1 -0.1
C -2.463765 -0.322695 2.897457 0.1 -0.1 0.0
C -1.558033 -1.539359 3.023227 -0.1 0.2 -0.1
N -0.752392 -1.726856 1.797225 0.1 0.1 0.0
C -2.724556 1.989776 2.309543 0.1 0.0 -0.2
C -3.047490 2.147519 0.834631 0.0 0.0 0.2
N -1.825317 2.494161 0.062482 -0.2 -0.3 -0.2
H 1.459942 1.496024 2.251891 0.1 0.0 0.0
H 1.125335 2.979351 1.704626 0.0 0.0 -0.1
H -0.520311 3.392073 3.234340 0.0 0.0 0.0
H 0.747868 2.612554 4.154603 0.0 0.1 0.0
H -1.485369 1.570049 4.598837 0.0 0.0 0.0
H -0.262392 0.453568 3.972043 0.0 0.0 0.1
H -3.156749 -0.509861 2.079968 0.0 0.0 0.1
H -3.037813 -0.215400 3.827731 0.0 0.0 0.0
H -2.195832 -2.404914 3.213503 0.0 0.0 0.0
H -0.895673 -1.449227 3.881612 0.1 0.0 0.0
H -1.326037 -2.250481 1.144602 0.1 -0.1 -0.1
H 0.054108 -2.306406 2.002983 0.0 0.0 0.0
H -2.332939 2.938296 2.673141 0.0 0.0 0.0
H -3.657022 1.811364 2.856647 0.0 0.0 0.0
H -3.816080 2.917860 0.733427 0.0 0.0 0.0
H -3.444064 1.215324 0.441601 -0.1 0.0 -0.1
H -1.470100 3.372376 0.428698 0.2 0.0 0.0
H -2.110279 2.698484 -0.892583 0.0 0.1 0.0
C 2.969115 0.471792 4.061460 0.0 -0.1 -0.1
C 3.020481 -0.631284 3.003887 0.2 -0.1 0.4
C 2.317780 -1.878067 3.535357 0.0 0.1 -0.2
C 4.484062 -0.961614 2.705238 -0.2 0.1 -0.1
O 2.336300 -0.167999 1.823842 -0.1 0.1 -0.8
Ge 3.164391 -0.176270 0.105649 0.1 0.0 0.1
O 2.110498 1.525516 -0.408740 -0.3 -1.1 0.3
C 2.803983 2.761639 -0.686741 0.3 0.4 0.1
C 3.136531 2.885839 -2.173119 -0.1 -0.2 0.2
C 4.099885 2.832355 0.121911 -0.1 -0.1 0.0
C 1.901407 3.946552 -0.304581 0.1 -0.2 -0.1
O 1.611857 -1.326014 -0.532571 0.1 0.7 0.2
C 1.784850 -2.666328 -1.044537 0.2 -0.4 -0.2
C 1.288963 -3.671127 -0.004506 0.1 0.2 0.0
C 0.957030 -2.835890 -2.320410 0.1 0.2 0.2
C 3.258203 -2.945447 -1.338651 -0.2 0.2 0.1
H 3.534009 0.166143 4.941779 0.0 0.0 0.0
H 1.942020 0.667502 4.373684 0.0 0.0 0.0
H 3.413259 1.393537 3.678496 0.0 0.0 0.0
H 2.808012 -2.234880 4.440859 0.0 0.0 0.0
H 2.355429 -2.677003 2.793153 0.0 0.0 0.0
H 1.277684 -1.651908 3.777781 0.0 0.0 0.0
H 4.987819 -1.296101 3.610237 0.0 0.0 0.0
H 5.003673 -0.077077 2.328569 0.1 -0.1 0.0
H 4.555302 -1.759633 1.961158 0.1 0.0 0.0
H 3.851331 2.120826 -2.476190 0.0 -0.1 0.0
H 3.589715 3.856933 -2.369765 0.0 0.0 0.0
H 2.230088 2.800940 -2.773277 0.0 0.0 -0.1
H 4.807659 2.073663 -0.216799 0.0 0.0 0.0
H 3.896777 2.677808 1.185411 0.0 0.0 0.0
H 4.571518 3.806654 -0.004309 0.0 0.0 0.0
H 0.858110 3.718549 -0.537063 0.0 0.0 0.0
H 2.186123 4.829642 -0.874046 0.0 0.0 0.0
H 2.001096 4.209523 0.750266 0.0 0.0 0.0
H 0.205437 -3.603222 0.108476 0.0 0.0 0.0
H 1.774997 -3.491444 0.955161 0.0 0.0 0.0
H 1.531582 -4.685037 -0.320259 0.0 0.0 0.0
H -0.040816 -2.416697 -2.169306 0.0 0.0 -0.1
H 0.858170 -3.893781 -2.563681 0.0 0.0 0.0
H 1.427531 -2.333841 -3.163953 -0.1 0.0 0.0
H 3.843701 -2.931420 -0.415759 0.1 0.0 -0.1
H 3.667097 -2.200675 -2.024525 0.0 0.0 0.0
H 3.365843 -3.927977 -1.796087 0.0 0.0 0.0
C -2.574390 0.388967 -4.947289 -0.1 0.1 0.1
C -1.532739 0.179899 -3.895158 -0.3 -0.1 -0.3
N -1.806590 -0.328382 -2.749008 0.2 0.4 0.9
N -2.897019 -0.921303 -2.416897 -0.3 -0.7 -1.3
C -3.250231 -1.016084 -1.114893 0.2 0.2 0.8
O -2.466477 -0.726759 -0.183838 0.1 0.1 -0.3
C -4.611456 -1.518383 -0.900603 -0.1 0.0 -0.1
C -5.235092 -2.303666 -1.877115 0.1 0.0 -0.1
C -6.526221 -2.757904 -1.681795 0.0 0.0 0.0
C -7.215148 -2.420854 -0.523918 0.0 0.0 0.0
C -6.603317 -1.638332 0.448576 0.0 0.0 0.1
C -5.305903 -1.198486 0.267343 0.1 0.0 0.1
C -0.112286 0.437090 -4.141898 0.3 0.0 0.1
C 0.352933 0.672488 -5.428153 -0.2 0.0 0.0
C 1.720038 0.668385 -5.660038 0.1 0.0 0.1
C 2.560849 0.407530 -4.597208 0.0 0.0 -0.1
C 2.003590 0.243197 -3.333043 0.0 0.0 0.0
N 0.705234 0.286141 -3.081570 0.0 0.0 -0.1
H -3.561198 0.183656 -4.542883 0.0 0.0 0.0
H -2.392561 -0.290136 -5.782963 0.0 0.0 0.0
H -2.543013 1.407568 -5.334301 0.0 0.0 0.0
H -4.693228 -2.571264 -2.773287 0.0 0.0 0.0
H -6.994384 -3.377318 -2.434438 0.0 0.0 0.0
H -8.229440 -2.767202 -0.377512 0.0 0.0 0.0
H -7.138446 -1.368022 1.348666 0.0 0.0 0.0
H -4.838554 -0.584607 1.027245 0.0 0.0 -0.1
H -0.339321 0.812519 -6.246436 0.0 0.0 0.0
H 2.114490 0.841200 -6.652022 0.0 0.0 0.0
H 3.632748 0.356637 -4.729627 0.0 0.0 0.0
H 2.647104 0.070864 -2.484940 0.0 0.0 0.0